Record 1
Entry from the OMol25 dataset: a structure of composition C23H24N2O4Re at a distorted geometry (ωB97M-V with the def2-TZVPD basis set).

Atoms and positions in Å:
C 4.9175 1.3629 -1.6965
H 4.3197 -0.5422 5.9870
C 6.7490 0.0063 -2.4714
C 1.7458 0.2848 -0.4060
C 1.1347 0.2117 3.2711
C -3.5245 -0.2570 5.2661
C 6.0371 -1.1493 -2.1592
H -0.7285 -1.9577 -1.4636
H 6.7567 2.1469 -2.4370
H -1.3241 -1.5551 -3.7913
C -1.6152 -0.9508 3.9826
C 3.9796 0.4182 5.6027
O -1.2621 1.2012 -0.8141
H -3.6087 -1.6323 3.6266
H 7.7314 -0.0637 -2.9142
C -2.9754 -1.0007 4.2316
N 0.5788 -0.0607 4.4915
C -1.3537 0.6165 5.8086
C -0.8056 -0.1465 4.7793
H -0.7329 1.2733 6.3997
H -3.3595 -2.3426 -2.5065
O -3.2860 1.4531 -1.7402
C 2.7320 0.2614 4.8336
C 6.1862 1.2560 -2.2204
O 0.4193 0.2050 2.1993
C 2.5051 0.4220 3.4754
H 1.4271 0.2646 7.4993
C 2.8872 0.2685 -0.8855
H -1.1779 -1.5435 3.1916
H 2.1492 -1.2707 6.9855
H -4.1567 -0.7722 -2.6786
C 1.3722 -0.5371 6.7596
C -2.7143 0.5498 6.0507
C 4.1773 0.1965 -1.4004
C -1.4236 -0.5623 -3.3511
H 4.4747 2.3300 -1.5182
H 4.1992 -1.9547 -1.4088
H 4.7556 0.8397 4.9704
H -2.0151 0.0487 -4.0302
C -3.4724 -1.3534 -2.0650
C -2.3064 0.8259 -1.4891
H -3.9084 -1.4721 -1.0753
O -1.2740 -1.2919 -1.0239
H -4.5838 -0.3058 5.4612
H 3.2227 0.6578 2.7179
H -3.1421 1.1319 6.8525
C 4.7689 -1.0669 -1.6336
C -2.1178 -0.6597 -2.0000
H -0.4324 -0.1198 -3.2314
H 3.8279 1.0760 6.4575
Re -0.0537 0.4854 0.3939
N 1.5596 -0.0456 5.4213
H 0.4031 -1.0266 6.8368
H 6.4826 -2.1163 -2.3426

Frontier orbital gap (spin up / spin down) = 0.218 / 0.249 hartree
Charge = +2
HOMO (spin up / spin down) = -14.58 / -14.54 eV
DFT total energy = -1378.89261 a.u.
Spin multiplicity = 2

Atomic partial charges in e from the natural (NBO) method, atoms 1 to 8: atom 1 (C): -0.125, atom 2 (H): 0.257, atom 3 (C): -0.083, atom 4 (C): -0.372, atom 5 (C): 0.526, atom 6 (C): -0.168, atom 7 (C): -0.218, atom 8 (H): 0.515

=====

Record 2
Entry from the OMol25 dataset: a structure of composition C23H24N2O4S at a distorted geometry (ωB97M-V with the def2-TZVPD basis set).

Atoms and positions in Å:
C -5.5239 0.2284 1.6045
C 2.1489 2.0250 -0.7026
H -6.0885 -1.4771 0.9902
H -2.0275 -0.7724 -1.4159
H 2.8294 -2.9755 -1.9320
H 5.5311 4.1521 -1.3925
C 2.1991 0.4738 -2.7729
C 3.3055 2.5022 -1.0963
C 3.5316 0.8849 -2.9807
H 0.8495 -4.1222 -0.7321
H 1.5025 2.2701 0.0765
C 4.1209 -1.7346 -0.6282
O 5.2565 2.0624 -2.2902
H 6.8656 3.1189 -1.9501
H 1.8370 -0.4162 -3.2962
H -6.7756 2.3298 2.5261
O -0.4277 -2.1629 -1.7577
O -0.4073 1.3381 0.6652
H 4.3480 -0.4737 0.6818
C -2.9986 -0.0024 0.4080
S 2.4499 -1.5257 1.3725
C 6.0500 3.0952 -1.4020
H -0.2000 -2.3996 2.0242
H 4.0350 0.5738 -3.7061
H 4.7133 -1.5272 -1.3732
H 0.0882 -0.2809 -2.0284
N -0.9204 -1.5395 0.3562
C -0.6794 0.8225 -0.4090
C -0.3892 -2.2044 -0.5581
C 2.9169 -2.5623 -1.1297
C -4.4207 0.9638 1.9752
C 0.5541 -3.4842 -0.0991
C -0.9582 -1.5584 1.7798
H -3.7583 -2.0138 -0.2902
C 1.6165 1.1508 -1.4503
H 3.7914 3.0079 -0.3084
H -2.5340 1.8276 1.4736
C 4.0539 1.8632 -2.0304
H -1.9248 -1.8726 1.9923
C -3.1741 1.0369 1.2534
C -4.0208 -1.0816 0.2999
C -6.8346 1.4994 3.1705
C 3.8124 -1.1247 0.4944
C -1.7537 -0.4062 -0.4231
H -6.4157 1.5315 4.0730
H 0.3758 -3.9489 0.8838
H -7.9130 1.4631 3.5253
C 2.0199 -2.6390 0.0479
H 6.0061 2.7291 -0.4226
H -0.7158 -0.6384 2.0883
H -4.5994 2.1426 2.5993
N 0.2670 0.4103 -1.5065
C -5.1600 -0.8571 1.1875
O -6.4547 0.2985 2.5350

Frontier orbital gap = 0.288 hartree
Charge = 0
HOMO = -7.38 eV
ΔE to the lowest compared entry with this formula, charge and spin = 432.2 kcal per mole
DFT total energy = -1698.87757 a.u.

Atomic partial charges in e from the natural (NBO) method, atoms 1 to 8: atom 1 (C): 0.202, atom 2 (C): -0.305, atom 3 (H): 0.214, atom 4 (H): 0.260, atom 5 (H): 0.167, atom 6 (H): 0.190, atom 7 (C): -0.188, atom 8 (C): -0.352

=====

Record 3
Entry from the OMol25 dataset: a structure of composition C23H24N2O6V at a distorted geometry (ωB97M-V with the def2-TZVPD basis set).

Atoms and positions in Å:
H -3.6482 1.2437 -3.2555
H 0.4307 2.6776 0.1531
C 1.2214 1.2690 2.8480
C -1.8820 -5.4937 1.9176
H 3.3677 1.6381 2.8862
H 0.0707 2.6378 4.0793
H -0.8906 -5.7581 0.0644
O -0.8536 -1.4970 1.6253
C -1.0785 1.5812 -4.1506
O 3.5677 1.9816 -1.1388
C -1.1372 -2.7345 1.6792
C 2.4322 2.0884 0.9494
H -2.1184 -2.5330 3.5720
C -2.2215 -4.5691 2.9136
H 1.8111 2.9704 4.0883
C -1.8618 -3.2494 2.8004
C -1.1357 3.5236 -2.5858
C -1.7059 2.1224 -2.8556
H -1.3745 4.2094 -3.4083
H -0.2199 3.9579 2.1656
C 2.6945 1.4564 -0.4318
H 0.0000 1.4837 -4.0230
H -0.1338 -5.0665 -1.6618
C -1.1729 -5.0330 0.8233
H -2.7700 -4.8991 3.7912
N 0.2069 -4.1299 -1.5723
C 0.9498 2.4799 1.0875
C -0.0429 -3.2970 -0.5206
O 0.3590 1.3120 1.6955
C -3.2266 2.2270 -3.0398
C 3.0444 -0.2768 2.0171
C 2.6211 1.1937 2.2265
H 1.2659 -3.8787 -3.4348
H 3.0700 2.9709 1.0027
C -1.3691 1.2260 -1.7381
H -1.4813 0.5922 -4.3766
O 4.2248 -0.5620 2.2671
C -0.7943 -3.6985 0.6662
O 1.9637 0.4715 -0.7440
H 1.5131 4.3239 2.1112
O 2.1316 -1.0683 1.6375
C 1.1242 -2.1935 -1.9906
V 0.4076 -0.4821 0.3681
N 0.5039 -2.1180 -0.7606
H -0.0516 3.4706 -2.4752
C 0.9736 2.6497 3.4665
C 0.7793 3.5211 2.1988
H -2.1520 -6.5390 2.0023
H 1.6493 -1.3348 -2.3739
C -0.9495 0.4674 -0.8668
H -3.4757 2.9070 -3.8640
H 0.9486 0.4124 3.4579
H -1.5524 3.9283 -1.6610
H -3.6924 2.5975 -2.1248
H -1.2823 2.2506 -4.9959
C 0.9419 -3.4313 -2.5120

Frontier orbital gap (spin up / spin down) = 0.161 / 0.245 hartree
Charge = -2
HOMO (spin up / spin down) = 0.44 / -1.84 eV
DFT total energy = -2395.91843 a.u.
Spin multiplicity = 4

Atomic partial charges in e from the natural (NBO) method, atoms 1 to 8: atom 1 (H): 0.206, atom 2 (H): 0.241, atom 3 (C): 0.081, atom 4 (C): -0.342, atom 5 (H): 0.209, atom 6 (H): 0.198, atom 7 (H): 0.164, atom 8 (O): -0.709

=====

Record 4
Entry from the OMol25 dataset: an isolated molecule of C23H24N4O (ωB97M-V with the def2-TZVPD basis set).

Atoms and positions in Å:
H 0.3239 -2.0292 -4.7605
C -0.0336 2.0360 -0.6292
H -0.4421 -4.4572 -0.7437
C 1.4976 -2.0637 1.3086
H -0.7913 4.4056 4.5909
C -0.5783 3.6435 3.8511
N 0.8908 0.4975 3.9129
H -1.1554 -0.1955 -5.1922
C -0.7847 -3.7091 -0.0098
C -0.1823 -1.5844 -3.9128
H 1.4705 -1.3976 -0.7112
H 0.0271 1.7667 -4.6165
H -3.0629 3.8715 -2.0976
C -0.9087 3.8216 2.5155
H -2.6104 4.0161 0.3130
H -1.9202 -1.9531 -1.4925
H -0.6964 -0.6847 -1.3792
H -1.6417 2.5584 -3.5672
H -1.8742 -3.7088 0.0001
H 3.1592 -3.4172 3.9185
C 2.5613 -2.7139 3.3572
C 1.1370 -2.2684 -0.1407
C -0.2266 -2.2462 -2.7672
N 0.0279 1.6857 2.1097
C -0.7566 -0.2232 -4.1760
C 0.3178 0.8730 -4.0507
H -1.5685 -0.0056 -3.4810
C -0.5741 2.7769 1.6524
C -0.2910 1.9468 -1.9956
H 0.3953 -0.2429 1.3816
C 2.0978 -1.5695 3.9757
N 0.0074 2.5553 4.3118
H 1.6573 -3.1547 -0.5390
H 1.2679 0.5088 -4.4515
C 1.0160 -0.9243 1.9342
H 1.0875 0.5608 4.9029
C -1.3973 2.6115 -2.5178
H 0.8209 1.5186 -0.2240
C 2.2727 -2.9634 2.0244
H 2.3362 -1.3786 5.0128
H 2.6521 -3.8557 1.5475
C -0.8542 2.7771 0.2098
H 0.2256 -3.2280 -2.7169
C 1.3236 -0.6534 3.2615
C 0.2888 1.6031 3.4081
C -2.2083 3.3599 -1.6793
H -1.3761 4.7267 2.1676
C -1.9495 3.4518 -0.3265
H -0.4300 -4.0106 0.9757
O 0.6013 1.2031 -2.7091
C -0.8403 -1.7637 -1.4791
N -0.3088 -2.3737 -0.2766

Frontier orbital gap = 0.301 hartree
Charge = 0
HOMO = -7.83 eV
ΔE to the lowest compared entry with this formula, charge and spin = 63.8 kcal per mole
DFT total energy = -1185.10214 a.u.
SMILES = CN1C/C=C\CCOc2cccc(c2)-c2ccnc(n2)Nc2cccc(c2)C1

Atomic partial charges in e from the natural (NBO) method, atoms 1 to 8: atom 1 (H): 0.196, atom 2 (C): -0.246, atom 3 (H): 0.158, atom 4 (C): -0.015, atom 5 (H): 0.196, atom 6 (C): 0.100, atom 7 (N): -0.585, atom 8 (H): 0.219

=====

Copy entry 2 word for word.
Entry from the OMol25 dataset: a structure of composition C23H24N2O4S at a distorted geometry (ωB97M-V with the def2-TZVPD basis set).

Atoms and positions in Å:
C -5.5239 0.2284 1.6045
C 2.1489 2.0250 -0.7026
H -6.0885 -1.4771 0.9902
H -2.0275 -0.7724 -1.4159
H 2.8294 -2.9755 -1.9320
H 5.5311 4.1521 -1.3925
C 2.1991 0.4738 -2.7729
C 3.3055 2.5022 -1.0963
C 3.5316 0.8849 -2.9807
H 0.8495 -4.1222 -0.7321
H 1.5025 2.2701 0.0765
C 4.1209 -1.7346 -0.6282
O 5.2565 2.0624 -2.2902
H 6.8656 3.1189 -1.9501
H 1.8370 -0.4162 -3.2962
H -6.7756 2.3298 2.5261
O -0.4277 -2.1629 -1.7577
O -0.4073 1.3381 0.6652
H 4.3480 -0.4737 0.6818
C -2.9986 -0.0024 0.4080
S 2.4499 -1.5257 1.3725
C 6.0500 3.0952 -1.4020
H -0.2000 -2.3996 2.0242
H 4.0350 0.5738 -3.7061
H 4.7133 -1.5272 -1.3732
H 0.0882 -0.2809 -2.0284
N -0.9204 -1.5395 0.3562
C -0.6794 0.8225 -0.4090
C -0.3892 -2.2044 -0.5581
C 2.9169 -2.5623 -1.1297
C -4.4207 0.9638 1.9752
C 0.5541 -3.4842 -0.0991
C -0.9582 -1.5584 1.7798
H -3.7583 -2.0138 -0.2902
C 1.6165 1.1508 -1.4503
H 3.7914 3.0079 -0.3084
H -2.5340 1.8276 1.4736
C 4.0539 1.8632 -2.0304
H -1.9248 -1.8726 1.9923
C -3.1741 1.0369 1.2534
C -4.0208 -1.0816 0.2999
C -6.8346 1.4994 3.1705
C 3.8124 -1.1247 0.4944
C -1.7537 -0.4062 -0.4231
H -6.4157 1.5315 4.0730
H 0.3758 -3.9489 0.8838
H -7.9130 1.4631 3.5253
C 2.0199 -2.6390 0.0479
H 6.0061 2.7291 -0.4226
H -0.7158 -0.6384 2.0883
H -4.5994 2.1426 2.5993
N 0.2670 0.4103 -1.5065
C -5.1600 -0.8571 1.1875
O -6.4547 0.2985 2.5350

Frontier orbital gap = 0.288 hartree
Charge = 0
HOMO = -7.38 eV
ΔE to the lowest compared entry with this formula, charge and spin = 432.2 kcal per mole
DFT total energy = -1698.87757 a.u.

Atomic partial charges in e from the natural (NBO) method, atoms 1 to 8: atom 1 (C): 0.202, atom 2 (C): -0.305, atom 3 (H): 0.214, atom 4 (H): 0.260, atom 5 (H): 0.167, atom 6 (H): 0.190, atom 7 (C): -0.188, atom 8 (C): -0.352